{"formula": "C6H8N2S2", "method": "wB97M-V/def2-TZVPD", "symbols": ["C", "C", "C", "C", "C", "C", "N", "N", "S", "S", "H", "H", "H", "H", "H", "H", "H", "H"], "coordinates": [[-0.667, -1.677, 3.866], [-1.119, -1.447, 1.543], [0.421, 0.529, -1.257], [1.415, 1.428, -1.557], [0.312, 0.022, 0.089], [1.372, 2.149, -2.860], [-0.535, -1.352, 2.688], [-0.771, -0.731, 0.421], [-0.391, -2.038, 5.366], [-2.351, -2.628, 1.189], [-0.196, 0.036, -2.027], [2.108, 1.633, -0.830], [0.809, 0.216, 1.044], [2.298, 2.507, -3.283], [1.010, 1.598, -3.655], [0.730, 3.188, -2.742], [-3.109, -2.352, 2.414], [-1.333, -1.081, -0.410]], "forces_ev_per_a": [[1.1, 0.6, -1.1], [-1.0, 0.0, -3.0], [1.7, -0.1, 1.4], [-2.9, -1.3, -2.2], [-1.4, -0.6, 0.8], [-0.2, 3.7, 1.3], [0.6, 0.2, 3.0], [-0.7, -1.4, -1.9], [-0.4, -0.2, 0.1], [-1.4, 0.0, 2.3], [0.0, 0.7, 0.4], [1.5, 0.9, 1.6], [0.8, 0.7, -1.0], [0.8, 0.1, 0.5], [-1.5, -1.3, -1.4], [1.3, -2.5, -0.4], [0.9, -0.5, -1.9], [0.8, 0.9, 1.5]], "homo_ha": [-0.2408, -0.2339], "e_lumo_ev": [-0.15, 0.07], "orbital_gap_ev": [6.4, 6.4]}



{"formula": "C6H8N3O2", "method": "wB97M-V/def2-TZVPD", "symbols": ["C", "C", "C", "C", "C", "C", "N", "N", "N", "O", "O", "H", "H", "H", "H", "H", "H", "H", "H"], "coordinates": [[-0.016, -1.281, 0.671], [0.514, 0.812, -0.553], [-1.368, -0.929, 0.671], [-0.879, 0.992, -0.592], [0.913, -0.453, 0.003], [-3.125, 0.468, -0.056], [-1.744, 0.175, 0.036], [2.203, -0.675, -0.110], [4.426, 0.400, -0.131], [4.347, 1.456, -0.471], [5.007, -0.561, 0.142], [0.323, -2.066, 1.189], [1.254, 1.448, -1.031], [-2.153, -1.475, 1.190], [-1.349, 1.706, -1.242], [-3.683, 0.054, 0.815], [-3.314, 1.487, -0.112], [-3.712, -0.017, -0.896], [2.354, -1.540, 0.477]], "forces_ev_per_a": [[-3.0, 3.0, -1.6], [-3.2, -1.2, 0.1], [2.3, -1.1, 0.6], [2.6, 0.4, -0.7], [0.6, 2.8, -0.2], [-3.4, -2.3, 0.0], [0.1, 0.0, -0.6], [1.3, -2.6, 1.0], [-1.0, -4.5, 1.6], [0.1, 3.3, -1.1], [0.1, 0.8, -0.3], [1.0, -3.0, 1.8], [-0.5, -0.1, 0.0], [0.4, 0.0, -0.1], [0.0, 0.6, 0.2], [0.7, 0.5, -0.3], [-0.1, 1.9, 0.0], [1.3, 0.4, 0.4], [0.8, 1.0, -0.8]], "total_charge": 1, "homo_ha": [-0.4572, -0.4289], "e_lumo_ev": [-5.00, -6.56], "orbital_gap_ev": [7.4, 5.1]}



{"formula": "C6H8N4", "method": "wB97M-V/def2-TZVPD", "symbols": ["C", "C", "N", "C", "N", "H", "H", "H", "H", "C", "C", "C", "N", "N", "H", "H", "H", "H"], "coordinates": [[2.566, 0.223, -1.088], [1.812, -0.250, -0.051], [1.142, 0.780, 0.530], [1.468, 1.860, -0.171], [2.324, 1.542, -1.098], [3.096, -0.406, -1.793], [1.613, -1.375, 0.004], [0.604, 0.913, 1.385], [1.230, 2.867, 0.132], [-3.047, 1.683, -0.134], [-2.411, 0.655, -0.026], [-1.814, -0.656, -0.061], [-1.327, -1.228, 1.007], [-0.856, -2.485, 0.957], [-3.292, 2.692, -0.386], [-1.978, -1.062, -1.033], [-0.360, -2.830, 1.753], [-0.770, -2.922, 0.073]], "forces_ev_per_a": [[-1.7, -0.2, 1.5], [-0.1, -4.4, -0.2], [-0.9, -0.1, 1.1], [1.5, 0.6, -0.5], [1.1, 2.6, -2.3], [0.2, 0.6, 0.0], [0.0, 2.0, 0.9], [0.1, -1.1, -0.5], [-0.2, 0.0, -0.1], [1.3, -0.6, -0.2], [-0.5, 0.6, 0.4], [-0.1, 0.1, 1.9], [-0.3, 0.7, -1.0], [-0.7, 1.0, 0.0], [-0.3, -0.2, 0.3], [0.5, -1.1, -0.6], [0.1, 0.2, 0.1], [0.2, -0.6, -0.7]], "homo_ha": -0.3189, "e_lumo_ev": 0.61, "smiles": "c1c[nH]cn1.C#C/C=N/N", "orbital_gap_ev": 9.3}



{"formula": "C6H8N4", "method": "wB97M-V/def2-TZVPD", "symbols": ["C", "N", "C", "C", "C", "N", "N", "N", "C", "C", "H", "H", "H", "H", "H", "H", "H", "H"], "coordinates": [[-2.024, -0.589, 0.108], [-0.574, -0.231, 0.054], [-0.277, 1.056, -0.185], [1.063, 1.448, -0.221], [2.026, 0.415, -0.144], [3.380, 0.791, -0.162], [4.352, -0.156, 0.047], [5.272, -0.753, 0.306], [1.723, -0.940, 0.112], [0.339, -1.243, 0.094], [-2.428, -0.124, 0.990], [-2.514, -0.219, -0.940], [-2.177, -1.635, 0.127], [-0.947, 1.767, -0.426], [1.367, 2.545, -0.211], [3.808, 1.571, -0.711], [2.498, -1.727, 0.045], [-0.009, -2.163, 0.375]], "forces_ev_per_a": [[-0.8, 1.7, -3.0], [-0.5, -1.1, -1.0], [4.5, -1.9, 0.5], [0.7, 0.0, 0.3], [-0.8, -0.6, 0.9], [3.1, -0.6, -0.2], [1.5, 0.0, 0.6], [-3.2, 1.8, -0.9], [-1.4, 0.6, -1.7], [2.2, 3.6, 1.1], [-0.5, 0.3, 0.1], [1.0, -0.6, 2.8], [0.2, -1.1, 0.2], [-3.0, 1.9, -0.2], [-0.6, -1.6, -0.4], [-0.7, -0.6, 0.5], [-0.8, 0.4, 0.4], [-1.0, -2.3, 0.2]], "total_charge": 2, "homo_ha": -0.7031, "e_lumo_ev": -9.62, "smiles": "Cn1ccc(=[NH+][N+]#N)cc1", "orbital_gap_ev": 9.5}



{"formula": "C6H8N4O2", "method": "wB97M-V/def2-TZVPD", "symbols": ["C", "C", "C", "C", "C", "C", "N", "N", "N", "N", "O", "O", "H", "H", "H", "H", "H", "H", "H", "H"], "coordinates": [[1.498, 0.199, -0.459], [2.801, -0.509, -0.018], [4.065, 0.307, -0.093], [-0.787, -1.339, -0.700], [0.791, -2.116, 0.053], [-1.916, -1.085, 0.227], [2.888, -1.709, 0.387], [1.894, -2.621, 0.479], [0.556, -0.885, -0.382], [1.220, 1.322, 0.424], [5.123, -0.158, -0.399], [3.904, 1.602, 0.192], [1.587, 0.603, -1.481], [-0.953, -1.696, -1.702], [-2.536, -0.272, -0.166], [-1.559, -0.805, 1.215], [-2.548, -1.968, 0.319], [1.023, 1.009, 1.369], [0.442, 1.881, 0.094], [2.962, 1.819, 0.383]], "forces_ev_per_a": [[0.2, -0.1, 0.0], [-1.0, 0.4, -0.4], [0.2, -0.3, 0.0], [2.8, -2.0, 1.8], [-2.9, 2.6, -1.8], [-0.2, 0.2, 0.0], [2.0, 0.6, 0.3], [-1.4, -1.5, 0.1], [0.3, -0.5, 0.1], [-0.2, 0.2, 0.0], [0.0, 0.1, 0.1], [0.2, 0.4, -0.1], [0.0, -0.1, 0.2], [-0.1, 0.1, -0.3], [0.0, 0.0, 0.0], [0.0, 0.0, 0.0], [0.0, 0.0, -0.1], [0.0, 0.0, 0.0], [0.0, 0.0, 0.0], [0.1, -0.2, 0.0]], "homo_ha": -0.3394, "e_lumo_ev": -0.44, "orbital_gap_ev": 8.8}



{"formula": "C6H8NO2", "method": "wB97M-V/def2-TZVPD", "symbols": ["C", "C", "C", "C", "O", "C", "C", "N", "O", "H", "H", "H", "H", "H", "H", "H", "H"], "coordinates": [[0.958, -0.500, -1.910], [0.429, 0.009, -0.540], [-0.417, 1.237, -0.581], [1.082, -0.504, 0.595], [2.182, -1.169, 0.613], [0.330, -0.364, 1.904], [-1.027, -0.322, 1.855], [-1.675, -0.882, 0.767], [-2.749, -0.303, 0.326], [0.180, -0.973, -2.438], [1.891, -1.140, -1.573], [1.371, 0.375, -2.603], [-1.491, 1.030, -0.748], [-0.045, 1.718, -1.472], [-0.591, 1.958, 0.264], [1.048, -0.282, 2.832], [-1.478, 0.111, 2.709]], "forces_ev_per_a": [[3.2, 1.9, 1.8], [0.0, 0.0, -0.5], [-1.1, 0.3, 0.0], [0.4, -1.6, 2.2], [-1.0, 0.8, -0.4], [2.4, 0.4, -0.5], [1.5, -0.2, 0.1], [-1.7, 1.1, -1.5], [2.0, -0.9, 1.5], [-0.8, -1.0, -0.7], [-2.0, 0.8, -1.2], [-0.9, -1.5, 1.4], [0.0, -0.5, -0.6], [-0.2, 1.0, -0.2], [1.3, -0.8, -0.4], [-1.9, 0.0, -1.6], [-1.4, 0.2, 0.6]], "total_charge": -1, "homo_ha": [-0.1161, -0.1038], "e_lumo_ev": [3.93, 3.68], "smiles": "CC(C)=C([O-])/C=C\\N=O", "orbital_gap_ev": [7.1, 6.5]}



{"formula": "C6H8NO8", "method": "wB97M-V/def2-TZVPD", "symbols": ["O", "C", "O", "C", "O", "C", "O", "O", "C", "O", "O", "C", "C", "N", "O", "H", "H", "H", "H", "H", "H", "H", "H"], "coordinates": [[2.322, -2.375, -0.167], [2.370, -1.129, 0.041], [3.199, -0.380, 0.516], [1.045, -0.613, -0.625], [0.890, -0.192, -1.761], [-0.210, -1.094, 0.203], [-0.546, -2.399, 0.005], [0.243, -0.933, 1.546], [-1.493, -0.223, -0.104], [-2.595, -0.781, 0.669], [-1.704, -0.521, -1.486], [-1.535, 1.282, 0.159], [-0.336, 2.070, -0.201], [0.723, 1.798, 0.419], [1.860, 2.591, 0.283], [0.219, -2.957, 0.041], [0.331, 0.035, 1.613], [-2.130, -1.711, 0.803], [-0.860, -0.665, -1.997], [-1.696, 1.574, 1.265], [-2.337, 1.677, -0.542], [-0.347, 3.005, -0.796], [2.588, 1.938, 0.117]], "forces_ev_per_a": [[0.1, 0.4, 0.5], [-1.2, -0.6, -1.6], [0.8, 0.7, 0.5], [-0.7, -1.3, -0.7], [0.8, -0.1, 0.3], [1.5, 2.2, 1.1], [-1.7, 0.0, -0.2], [-1.0, 0.3, 0.0], [-0.3, -1.8, -0.5], [3.1, -2.1, -0.7], [-0.6, 0.5, -0.3], [-1.0, 1.0, 0.1], [1.5, 1.9, 0.0], [0.7, -1.3, 0.9], [-0.1, -0.1, -1.0], [1.4, -0.3, 0.1], [0.4, -0.2, 0.3], [-2.2, 2.0, 0.0], [-0.6, 0.6, 1.2], [-0.4, -0.9, -1.8], [0.4, -0.6, 1.3], [-0.3, -0.6, -0.1], [-0.8, 0.2, 0.6]], "total_charge": -1, "homo_ha": -0.1775, "e_lumo_ev": 3.43, "smiles": "O=C([O-])C(=O)C(O)(O)C(O)(O)C/C=N/O", "orbital_gap_ev": 8.3}



Energy above the lowest of the compared OMol25 structures with the same formula, charge and spin for every record listed, in sequence, given in kJ/mol: 381.5, 395.8, 399.7, 0.0, 534.3, 439.1, 57.4.